# 1
Entry from OMol25: a single C21H25N3O4S molecule (ωB97M-V with the def2-TZVPD basis set).

Positions of all 54 atoms, in Å:
S1 -0.15091 1.72110 -1.81099
O1 -4.35674 0.54236 0.51966
O2 -0.05636 3.15000 -1.82884
O3 4.52396 -2.63253 0.79497
O4 -0.51917 1.04122 -3.01601
N1 4.95937 -0.44510 0.31130
N2 -1.26575 1.17591 -0.68997
N3 -3.09331 -1.29662 0.82768
C1 1.45226 -0.28681 -0.83869
C2 3.65223 1.36821 -0.53166
C3 -0.31212 2.56791 2.57680
C4 -1.36765 -2.96692 0.18847
C5 -1.27677 1.48353 0.66278
C6 -2.20265 1.12790 2.85925
C7 -4.16472 -2.13175 0.31935
C8 -1.24562 1.96700 3.40397
C9 3.74263 0.01844 -0.18108
C10 -1.62298 -2.58199 -1.27232
C11 2.63049 -0.80918 -0.33992
C12 -0.32305 2.33173 1.21368
C13 -2.99861 -3.02543 -1.77245
C14 -1.84867 -1.92295 1.20583
C15 6.73354 -1.78408 1.19921
C16 -2.22047 0.87206 1.49719
C17 -3.31656 0.03340 0.90132
C18 -4.15479 -2.20479 -1.20844
C19 5.28950 -1.70056 0.75643
C20 1.37451 1.05136 -1.16919
C21 2.46922 1.88225 -1.02345
H1 -2.12284 0.82342 -1.08539
H2 4.51330 2.01112 -0.41710
H3 -5.09764 -2.64209 -1.54197
H4 -2.94694 0.66487 3.49025
H5 -0.86697 -3.06583 -1.89489
H6 0.59076 -0.91692 -0.97944
H7 7.39553 -1.54475 0.36959
H8 6.94283 -2.79281 1.54238
H9 -4.11067 -1.18478 -1.59420
H10 -3.01901 -2.94240 -2.86094
H11 2.70255 -1.85038 -0.07456
H12 0.37933 2.82563 0.56378
H13 0.42788 3.23516 2.99248
H14 -4.07706 -3.12562 0.76153
H15 -3.14453 -4.07949 -1.52119
H16 -1.52065 -1.50328 -1.40776
H17 -1.84752 -3.92763 0.38445
H18 -5.10649 -1.67810 0.64148
H19 2.37480 2.92115 -1.29752
H20 -1.09620 -1.13789 1.30742
H21 -0.29761 -3.10676 0.35432
H22 5.69153 0.25157 0.34440
H23 -1.96142 -2.40577 2.18683
H24 6.92036 -1.08459 2.01134
H25 -1.23665 2.15795 4.46593

The calculation puts the max |F| at 0.87 eV/A. Its charge is 0. The calculation puts the gap between HOMO and LUMO at 0.3315 hartree. Its HOMO energy is -8.650 eV. The total energy comes out at -45679.4351 eV. For the energy relative to the best compared isomer or geometry (same formula, charge and spin), the calculation gives 78.4 kJ/mol. As for the structure (SMILES): CC(=O)Nc1ccc(S(=O)(=O)Nc2ccccc2C(=O)N2CCCCCC2)cc1. Its lowest unoccupied orbital energy is 0.37 eV.



# 2
Entry from OMol25: 2 unconnected molecules or ions with the total composition C21H25NO2 (ωB97M-V with the def2-TZVPD basis set).

Positions of all 49 atoms, in Å:
O1 -1.94301 -0.09216 -1.08658
O2 -3.39836 0.26724 0.59856
N1 -1.30478 -0.34847 1.14629
C1 0.73655 -1.11423 -0.16136
C2 1.01933 2.30551 -3.19239
C3 -0.35097 -1.03851 4.19840
C4 0.73708 2.00165 -4.52074
C5 1.58230 -0.66415 5.62399
C6 1.62253 -2.43220 3.97073
C7 0.46270 0.04047 -2.45533
C8 0.41738 0.67954 -4.82200
C9 0.78976 3.00865 -5.62598
C10 0.30570 -2.12089 3.60497
C11 -1.74106 -0.64653 3.68452
C12 -3.29514 0.45704 2.01725
C13 0.03127 -1.71113 -4.31084
C14 0.25806 -0.36465 5.27554
C15 2.27753 -1.68262 4.95863
C16 -1.84167 0.16222 2.37708
C17 0.92388 1.36509 -2.17604
C18 1.24411 1.79783 -0.78917
C19 0.30413 -0.30236 -3.83862
C20 -2.17060 -0.07827 0.15056
C21 -0.00745 -0.80836 -1.38344
H1 -0.33122 0.39220 5.81163
H2 -1.29600 1.13107 2.55180
H3 1.09680 3.98573 -5.26553
H4 2.15258 1.31452 -0.41529
H5 0.94549 -2.19245 -0.00420
H6 -0.18010 3.12063 -6.11984
H7 0.42472 1.60835 -0.08683
H8 1.43016 2.87153 -0.77220
H9 -3.55035 1.49913 2.24961
H10 -3.99846 -0.23851 2.49479
H11 0.26484 0.43430 -5.88409
H12 2.06066 -0.09094 6.41757
H13 3.32178 -1.89231 5.20395
H14 -0.81730 -2.17052 -3.78377
H15 1.50223 2.73337 -6.40812
H16 0.93484 -2.33143 -4.18017
H17 -0.20921 -1.69865 -5.38886
H18 -0.24183 -2.71627 2.86440
H19 1.32712 3.31585 -2.95718
H20 2.11749 -3.26141 3.46549
H21 -2.20455 0.01342 4.43941
H22 0.00478 -0.80488 0.70727
H23 1.65502 -0.53986 -0.10429
H24 -0.70800 -1.60184 -1.66162
H25 -2.36076 -1.56174 3.58202

The calculation puts the max |F| at 2.43 eV/A. Its charge is 0. The calculation puts the gap between HOMO and LUMO at 0.2889 hartree. Its HOMO energy is -8.144 eV. The total energy comes out at -27765.4330 eV. For the energy relative to the best compared isomer or geometry (same formula, charge and spin), the calculation gives 330.7 kJ/mol. Its lowest unoccupied orbital energy is -0.28 eV.



# 3
Entry from OMol25: a single C21H25NO4 molecule (ωB97M-V with the def2-TZVPD basis set).

Positions of all 51 atoms, in Å:
O1 -1.22025 -3.25099 -1.32878
O2 1.48159 2.51438 -1.02091
O3 3.48245 0.88731 -0.61859
O4 1.72841 3.52233 0.97283
N1 -0.99787 -3.41978 0.91263
C1 1.36772 -1.94215 -1.36417
C2 -0.65593 -2.92176 -0.30279
C3 2.49014 -0.02572 -0.44061
C4 0.16342 3.05798 -1.21411
C5 2.36997 -1.00126 -1.43229
C6 -3.17233 -1.80465 1.51757
C7 -2.57049 0.49539 1.92286
C8 -2.67064 -0.81645 2.35467
C9 -2.96314 0.83219 0.64001
C10 0.27074 4.38524 -1.95546
C11 4.54793 2.99207 -0.40022
C12 -3.57453 -1.45297 0.23458
C13 2.12075 2.79015 0.10055
C14 -2.25422 -4.09830 1.12275
C15 3.47142 2.06404 0.16063
C16 -3.46680 -0.14545 -0.20190
C17 -0.62928 2.01615 -1.98986
C18 0.47733 -1.95631 -0.29236
C19 0.61304 -0.99767 0.70413
C20 1.60666 -0.03822 0.63505
C21 -3.21317 -3.24015 1.96797
H1 -0.27608 3.22341 -0.22194
H2 -2.92537 -3.29979 3.02024
H3 -0.51060 -3.08732 1.72938
H4 -2.08341 -5.06303 1.61130
H5 1.66866 0.70446 1.41586
H6 -4.22272 -3.64379 1.86939
H7 -3.96290 -2.20908 -0.43066
H8 4.33238 3.20910 -1.44320
H9 -1.63809 2.37697 -2.16704
H10 3.68885 1.84243 1.21667
H11 -0.08870 -0.95694 1.52492
H12 3.06362 -0.98003 -2.25756
H13 1.24823 -2.67675 -2.14566
H14 5.51678 2.50446 -0.33706
H15 0.85535 5.09279 -1.37187
H16 -0.14741 1.82360 -2.94469
H17 -3.77392 0.11047 -1.20503
H18 -2.87997 1.85376 0.29995
H19 -0.67835 1.08276 -1.43376
H20 4.56882 3.91709 0.16891
H21 0.75397 4.23507 -2.91803
H22 -0.72060 4.79889 -2.11606
H23 -2.17773 1.25218 2.58656
H24 -2.35691 -1.07403 3.35806
H25 -2.66699 -4.27416 0.12718

The calculation puts the max |F| at 0.66 eV/A. Its charge is 0. The calculation puts the gap between HOMO and LUMO at 0.3477 hartree. Its HOMO energy is -8.693 eV. The total energy comes out at -31864.1093 eV. For the energy relative to the best compared isomer or geometry (same formula, charge and spin), the calculation gives 17.8 kJ/mol. As for the structure (SMILES): CC(C)OC(=O)[C@H](C)Oc1ccc(C(=O)NCCc2ccccc2)cc1. Its lowest unoccupied orbital energy is 0.77 eV.



# 4
Entry from OMol25: a single C21H26BN4O4P molecule (ωB97M-V with the def2-TZVPD basis set).

Positions of all 57 atoms, in Å:
P1 -1.41702 -4.42619 -0.40772
O1 2.28105 -0.04379 2.55532
O2 0.51862 3.36782 1.00648
O3 0.94441 1.30396 -1.37131
O4 -2.49559 -2.02522 -1.69764
N1 -0.33742 4.51491 -0.97011
N2 -1.32618 -5.17845 -1.77618
N3 2.76670 -0.10376 0.33666
N4 2.34307 -4.88343 1.93577
C1 -5.22579 1.88111 0.74659
C2 0.53129 -0.81778 -0.37088
C3 -1.50795 2.28066 -0.01815
C4 -2.82996 2.53503 0.35088
C5 -3.49787 0.28733 -0.16120
C6 -1.48452 5.41387 -0.79993
C7 -0.32032 4.04329 -2.36090
C8 -1.78544 -1.35776 -0.97855
C9 2.06221 -2.44470 0.47789
C10 1.57134 -4.86022 0.68669
C11 1.12202 -3.45660 0.33435
C12 -3.82712 1.55878 0.29872
C13 -0.43782 -1.81483 -0.50118
C14 3.12892 0.00713 1.69230
C15 0.17911 0.57866 -0.77537
C16 1.78457 -1.13500 0.13789
C17 -0.15121 -3.15141 -0.15626
C18 3.84316 -0.16221 -0.65816
C19 -2.18607 0.00062 -0.51118
C20 -1.20540 0.98157 -0.42531
C21 4.58790 0.17050 2.02633
B1 -0.40076 3.40644 0.01189
H1 4.61781 -0.89336 -0.42046
H2 3.05601 -5.59726 1.89899
H3 3.02462 -2.70717 0.89678
H4 2.20183 -5.23758 -0.11860
H5 5.09204 0.93230 1.43738
H6 0.71389 -5.52861 0.74064
H7 -2.61672 -3.76614 -0.12207
H8 3.40730 -0.40600 -1.62361
H9 1.23189 3.98237 0.79339
H10 -0.43893 4.90394 -3.02248
H11 -5.27265 1.85654 1.83759
H12 -5.94530 1.16037 0.36644
H13 -2.16715 -5.09155 -2.33086
H14 5.09453 -0.78122 1.84831
H15 4.65584 0.38986 3.08758
H16 1.74109 -5.08788 2.72084
H17 0.62558 3.56451 -2.59669
H18 -3.10493 3.52099 0.70816
H19 -1.53171 5.79046 0.22206
H20 -4.26125 -0.47698 -0.23750
H21 -1.35749 6.27574 -1.45781
H22 -1.14207 3.35033 -2.58501
H23 4.30253 0.82031 -0.75706
H24 -2.43597 4.94036 -1.07471
H25 -5.50817 2.88587 0.43764
H26 -1.21055 -5.27054 0.69333

The calculation puts the max |F| at 1.31 eV/A. Its charge is 0. The calculation puts the gap between HOMO and LUMO at 0.2860 hartree. Its HOMO energy is -8.446 eV. The total energy comes out at -46315.6241 eV. As for the structure (SMILES): CC(=O)N(C)c1cc(CN)c([PH2]=N)c2c1C(=O)c1c(B(O)N(C)C)cc(C)cc1C2=O. Its lowest unoccupied orbital energy is -0.66 eV.



# 5
Entry from OMol25: a single C21H26Br2N2O3 molecule (ωB97M-V with the def2-TZVPD basis set).

Positions of all 54 atoms, in Å:
Br1 6.70560 0.45407 0.07569
Br2 -4.27805 -1.97009 -0.14843
O1 -0.22134 0.46745 -2.23950
O2 -1.47124 2.95499 -0.74418
O3 -2.99859 0.00282 -1.82751
N1 2.09296 -3.48556 0.10280
N2 -2.85706 1.54324 0.37928
C1 4.21948 -0.60841 1.00719
C2 3.15677 -1.48947 1.01575
C3 -3.33436 0.95979 2.66376
C4 1.12378 2.34472 -2.76438
C5 5.22042 -1.82355 -0.81128
C6 -0.16502 -2.42815 0.03440
C7 1.10654 0.96011 -2.13806
C8 -2.00251 -0.73278 -1.25388
C9 4.15749 -2.70035 -0.80122
C10 -0.61839 -0.54085 -1.43090
C11 -2.29861 2.06722 -0.72338
C12 -2.80286 1.39455 -2.00790
C13 -2.40912 -1.77672 -0.42948
C14 3.10260 -2.55469 0.10969
C15 -2.46821 1.83393 1.75943
C16 0.26861 -1.38982 -0.77671
C17 -2.70519 3.31592 2.05614
C18 -0.98776 1.48172 1.93669
C19 0.82006 -3.32736 0.75492
C20 5.24590 -0.77609 0.09470
C21 -1.52582 -2.62850 0.20376
H1 -0.38364 2.09548 1.27411
H2 -0.81782 0.43264 1.69631
H3 -2.12109 3.92507 1.37238
H4 -3.75730 3.56172 1.93155
H5 0.37746 -4.32176 0.86461
H6 2.11875 2.77183 -2.68249
H7 2.36139 -1.33296 1.72670
H8 -2.40932 3.54609 3.07578
H9 4.24545 0.21196 1.70782
H10 0.41206 2.98075 -2.24330
H11 2.07580 -4.07817 -0.71374
H12 -4.38853 1.18566 2.51886
H13 -2.10173 1.60653 -2.81890
H14 0.84508 2.28610 -3.81305
H15 -3.79027 1.78611 -2.26985
H16 0.98828 -2.93729 1.76426
H17 -3.57632 0.84547 0.25470
H18 -3.17210 -0.09495 2.45034
H19 4.13352 -3.51668 -1.50895
H20 -1.89804 -3.42090 0.83387
H21 1.79674 0.28301 -2.66048
H22 6.02310 -1.94869 -1.52148
H23 -3.08522 1.14074 3.70560
H24 1.32568 -1.24096 -0.92109
H25 1.40037 1.02183 -1.08298
H26 -0.67836 1.66318 2.96209

The calculation puts the max |F| at 0.68 eV/A. Its charge is 0. The calculation puts the gap between HOMO and LUMO at 0.3136 hartree. Its HOMO energy is -7.984 eV. The total energy comes out at -171407.2683 eV. For the energy relative to the best compared isomer or geometry (same formula, charge and spin), the calculation gives 0.0 kJ/mol. As for the structure (SMILES): CCOc1cc(CNc2ccc(Br)cc2)cc(Br)c1OCC(=O)NC(C)(C)C. Its lowest unoccupied orbital energy is 0.55 eV.